C35H35N4NiP2S | ωB97M-V with the def2-TZVPD basis set

Geometry as XYZ:
```
78
Properties=species:S:1:pos:R:3:mulliken_charge:R:1
Ni -1.19505 0.43799 -0.27955 0.1174
C -4.15148 -1.32593 2.28491 -1.9160
C -2.98962 -0.67215 1.62058 1.1065
N -2.93932 -0.32315 0.38806 1.1707
N -4.03392 -0.53205 -0.40922 -1.6216
C -3.81442 -0.14455 -1.65078 0.6311
N -4.83459 -0.31891 -2.51218 -0.4140
S -2.35263 0.51741 -2.30382 -0.6729
C -1.77015 -0.34348 2.40489 0.5307
C -1.63040 -0.69393 3.73958 -0.8544
C -0.48378 -0.31424 4.41803 -0.7566
C 0.48434 0.41423 3.75115 -1.0620
C 0.27713 0.71505 2.41543 -0.1164
N -0.81056 0.34166 1.75304 0.6684
H -4.96962 -1.45097 1.58288 0.3924
H -4.49222 -0.72722 3.13104 0.4120
H -3.86322 -2.30609 2.67049 0.3771
H -5.71026 -0.65416 -2.14720 0.2378
H -4.76173 -0.02550 -3.46775 0.2086
H -2.40463 -1.25613 4.23904 0.5219
H -0.35586 -0.57811 5.45895 0.4476
H 1.38577 0.74896 4.24293 0.5455
H 1.00080 1.28197 1.84725 0.0948
C 1.14595 0.46550 -3.20324 -1.2979
C 0.63662 1.81851 -2.65335 -1.0437
P 0.88703 1.95378 -0.85150 1.6450
C -0.05784 3.37073 -0.21238 0.7305
C 0.51262 4.37832 0.55691 -0.6350
C -0.29874 5.26083 1.25956 -0.7557
C -1.67907 5.13721 1.21441 -0.6054
C -2.25457 4.13237 0.44487 -0.8574
C -1.44533 3.25954 -0.26439 -0.3328
C 2.63602 2.32369 -0.57851 0.3789
C 3.31834 1.72453 0.47920 0.1419
C 4.65892 2.00419 0.70246 -0.8581
C 5.32677 2.88789 -0.13061 -0.5789
C 4.65712 3.49410 -1.18386 -0.7265
C 3.31973 3.21393 -1.40826 -0.8622
C 1.41552 -0.71015 -2.24356 -0.8353
P 0.16604 -1.36438 -1.05179 1.9332
C -0.54869 -2.84580 -1.81072 0.4042
C 0.29047 -3.79972 -2.39006 -0.7225
C -0.23204 -4.96757 -2.91408 -0.8747
C -1.60091 -5.20261 -2.85044 -0.4716
C -2.43676 -4.27224 -2.25786 -0.9033
C -1.91289 -3.09525 -1.73882 0.4126
C 1.13354 -2.09225 0.31838 -0.0257
C 0.45904 -2.97033 1.16803 -0.5910
C 1.06875 -3.45804 2.31136 -0.7096
C 2.36765 -3.08280 2.62620 -0.6635
C 3.05284 -2.22271 1.78378 -0.6713
C 2.43810 -1.72742 0.64108 -0.5018
H 2.11950 0.65150 -3.66249 0.4682
H 0.48996 0.15001 -4.01565 0.3153
H -0.44068 1.91643 -2.77995 0.6523
H 1.07371 2.63483 -3.22956 0.8402
H 1.58937 4.47476 0.61967 0.4084
H 0.15567 6.04633 1.84843 0.4275
H -2.30280 5.82394 1.76973 0.4088
H -3.33001 4.02906 0.38500 0.4720
H -1.92630 2.53911 -0.91549 -0.0706
H 2.80375 1.03195 1.13203 0.2482
H 5.18089 1.52865 1.52196 0.4455
H 6.37271 3.10559 0.03857 0.4116
H 5.17873 4.18759 -1.82949 0.4412
H 2.80044 3.69600 -2.22617 0.3942
H 2.28642 -0.45159 -1.64036 0.1782
H 1.72982 -1.55759 -2.85768 0.5958
H 1.36291 -3.64482 -2.41843 0.3548
H 0.42497 -5.69865 -3.36437 0.4175
H -2.01082 -6.11761 -3.25596 0.3950
H -3.50116 -4.45431 -2.19662 0.4564
H -2.57244 -2.38149 -1.26556 0.2336
H -0.54968 -3.28850 0.92830 0.4807
H 0.52909 -4.14298 2.95195 0.4587
H 2.84572 -3.47272 3.51458 0.4243
H 4.07414 -1.94157 2.00551 0.4792
H 3.00732 -1.06847 0.00150 0.4922
```

As for the net charge: +1. The total energy is -4162.82964 a.u. The calculation puts the maximum force at 0.0161 Eh/bohr. As for the multiplicity: 3.

---

C3H7N3O2 | ωB97M-V with the def2-TZVPD basis set

Geometry as XYZ:
```
15
Properties=species:S:1:pos:R:3:mulliken_charge:R:1
C 1.07327 -0.01353 -1.64823 -0.8091
C -1.09666 -0.29116 -0.41894 0.5554
C 1.13484 0.24624 0.79525 0.4374
H 1.76331 0.89885 -1.76252 0.3159
H -0.08663 0.22045 -2.22660 0.2738
H 1.50344 -1.36525 -1.77213 0.2279
H -2.53623 1.01774 1.14813 0.3285
H -3.02421 -0.50349 -0.06198 0.3139
H -0.46863 -0.30010 1.64918 0.3905
H 1.11595 -0.27450 2.69008 0.3023
N 0.29384 0.22169 -0.41193 -0.0087
N -2.18559 -0.15111 0.55432 -0.6874
N 0.41424 0.20998 1.96339 -0.4976
O -1.64916 -0.55265 -1.49443 -0.5982
O 2.32502 0.38929 0.64779 -0.5446
```

The total energy is -433.10661 a.u. The calculation puts the maximum force at 0.1121 Eh/bohr. As for the multiplicity: 1.